The following is a DFT calculation (ωB97M-V with the def2-TZVPD basis set) of a cluster of 4 separate species, C37H78BBrNO11P2S in total in a non-equilibrium geometry.

Calculated values
Total charge: -1
Energy: -163766.4356 eV

Cartesian coordinates (Å):
1 C -4.519357 0.636328 8.091312
2 O -4.027753 -0.266553 7.075504
3 C -4.993844 -0.402478 5.980644
4 C -5.302532 -1.976267 5.828838
5 C -5.262351 -2.509135 4.305078
6 C -5.965672 -1.528944 3.244826
7 C -4.956585 -0.666176 2.341862
8 C -3.810072 -1.543616 1.619888
9 C -2.876184 -0.612793 0.658484
10 C -2.582077 -1.389335 -0.739211
11 C -1.568200 -2.627181 -0.566911
12 C -0.292921 -2.544658 -1.591623
13 C 0.986191 -2.157732 -0.683909
14 P 2.515933 -1.536414 -1.707908
15 C 1.584075 -0.061596 -2.481175
16 C 0.457604 0.723205 -1.730702
17 C 0.812885 2.270331 -1.311015
18 N 1.008390 2.368348 0.159316
19 C 0.773072 3.724612 0.706219
20 C 1.552395 4.069208 2.054057
21 C 1.113681 5.376093 2.818999
22 C 1.844552 5.813054 4.109468
23 C 3.012113 5.021216 4.742814
24 C 3.458069 3.714491 4.005087
25 C 2.704611 3.267014 2.698167
26 O 3.157316 2.048190 2.121164
27 C 3.996868 -1.048862 -2.855691
28 C 5.159824 -2.078799 -3.069760
29 O 6.240955 -2.196247 -2.455433
30 Br 4.954421 -3.350784 -4.632514
31 P 3.308161 -0.306704 -0.036998
32 S 5.281866 -0.385984 0.196531
33 B 3.342791 -3.160740 -1.078406
34 O 3.965172 -3.384420 0.208638
35 O 3.258693 -4.370018 -1.916977
36 C 4.250813 -5.345296 -1.520335
37 H -4.228100 1.721833 7.816942
38 H -5.636819 0.550980 8.306882
39 H -3.957755 0.400774 9.072998
40 H -5.967555 0.175594 6.217137
41 H -4.519333 0.078836 5.060957
42 H -6.293580 -2.190957 6.356428
43 H -4.476358 -2.533655 6.403350
44 H -5.858567 -3.495159 4.292997
45 H -4.173347 -2.768451 4.054225
46 H -6.649276 -0.788495 3.816023
47 H -6.644109 -2.118157 2.540490
48 H -4.418012 0.163637 2.920270
49 H -5.577042 -0.153932 1.516576
50 H -4.246952 -2.415946 1.022243
51 H -3.075307 -2.011077 2.378176
52 H -1.871713 -0.429869 1.172039
53 H -3.416296 0.390289 0.482538
54 H -3.609524 -1.803189 -1.069613
55 H -2.257331 -0.647537 -1.545470
56 H -2.165149 -3.591265 -0.716584
57 H -1.184818 -2.611255 0.523744
58 H -0.126253 -3.607962 -1.962143
59 H -0.564478 -1.782586 -2.388364
60 H 0.723725 -1.440991 0.191593
61 H 1.224252 -3.150221 -0.124147
62 H 1.987487 -2.356634 -2.808927
63 H 2.404758 0.706559 -2.778876
64 H 1.172776 -0.405568 -3.510780
65 H -0.410912 0.885309 -2.489567
66 H -0.059161 0.309971 -0.812250
67 H -0.076578 2.961363 -1.595390
68 H 1.766066 2.580249 -1.872580
69 H 0.413012 1.730748 0.698740
70 H 0.949221 4.547698 -0.083757
71 H -0.358935 3.791261 0.960396
72 H 0.243585 5.967860 2.367239
73 H 1.499012 6.777081 4.602410
74 H 3.582377 5.313192 5.684856
75 H 4.327669 3.090063 4.427314
76 H 3.939453 2.172989 1.539611
77 H 4.477131 -0.027986 -2.590694
78 H 3.520753 -0.864843 -3.897161
79 H 2.592565 -0.437219 1.193282
80 H 3.137079 1.069755 -0.475841
81 H 4.939455 -3.278440 0.181894
82 H 5.310639 -4.893945 -1.402324
83 H 4.356278 -6.152679 -2.331709
84 H 3.969042 -5.861993 -0.530842
85 C -8.853823 0.792433 6.350606
86 O -7.949372 1.889426 6.347285
87 C -8.527994 3.062948 5.778323
88 C -8.913103 4.066353 6.858206
89 O -10.018513 3.597758 7.628815
90 C -9.621839 3.125373 8.908148
91 H -8.401364 -0.021865 6.919095
92 H -9.805763 1.057908 6.818006
93 H -9.026803 0.449349 5.325352
94 H -9.389563 2.812183 5.150458
95 H -7.763615 3.513131 5.137267
96 H -9.235168 4.994790 6.375437
97 H -8.056595 4.299700 7.499402
98 H -9.291950 3.962594 9.530840
99 H -8.824133 2.382074 8.831476
100 H -10.487306 2.658889 9.382478
101 C 9.025382 -1.476845 -4.426576
102 O 10.396207 -1.739168 -4.708523
103 C 10.624739 -3.100312 -5.063942
104 C 10.836108 -3.249694 -6.565770
105 O 9.628120 -3.009463 -7.284687
106 C 9.619765 -1.737443 -7.914462
107 H 8.902321 -0.400190 -4.300624
108 H 8.377539 -1.809696 -5.241750
109 H 8.734252 -1.972686 -3.496201
110 H 9.806308 -3.740360 -4.717664
111 H 11.538664 -3.412642 -4.548010
112 H 11.129684 -4.283343 -6.777826
113 H 11.639877 -2.592708 -6.915276
114 H 10.341817 -1.721912 -8.737262
115 H 9.846851 -0.937559 -7.205137
116 H 8.622262 -1.566493 -8.323522
117 C 0.423898 -0.841935 -7.305785
118 O 0.307802 -0.061792 -6.125119
119 C 1.038193 1.161949 -6.212040
120 C 0.105799 2.343196 -6.449365
121 O -0.459328 2.301945 -7.759618
122 C -1.812959 1.874224 -7.748614
123 H -0.263112 -1.685659 -7.226154
124 H 0.164819 -0.262428 -8.196255
125 H 1.443670 -1.228991 -7.398673
126 H 1.807760 1.106659 -6.989427
127 H 1.541055 1.299140 -5.249286
128 H 0.688348 3.268141 -6.385612
129 H -0.676534 2.384357 -5.684049
130 H -2.444374 2.640795 -7.288538
131 H -1.929780 0.927189 -7.215585
132 H -2.134230 1.733296 -8.782501

Forces on the atoms, in the same order (eV/Å):
C 1.116 0.624 0.863
O -1.980 0.793 0.303
C -0.075 -0.368 0.061
C 0.625 0.291 -0.360
C -0.740 -0.374 0.603
C 0.260 0.601 0.131
C 0.340 -0.480 -0.522
C 0.787 0.477 0.158
C -0.345 -0.779 -0.423
C -0.974 0.127 0.554
C -0.163 0.471 -0.084
C -0.618 -0.244 2.312
C -1.309 -0.459 0.958
P -2.123 -2.635 -1.540
C -0.035 1.754 -1.266
C -1.411 2.386 -0.659
C -0.635 -0.776 -0.067
N 0.122 1.017 -0.135
C -0.754 0.302 0.644
C 1.443 1.602 3.221
C 3.011 -2.461 1.194
C 0.577 -2.120 -1.388
C -1.400 -2.205 -3.971
C -3.005 2.570 -0.846
C 0.125 1.941 0.935
O -0.357 1.801 0.718
C 2.086 1.095 -2.660
C 3.097 0.905 2.264
O -4.509 0.365 -2.322
Br -0.163 0.450 0.327
P 1.277 1.788 0.453
S 0.275 0.008 0.488
B 1.362 -2.731 0.724
O -0.225 0.336 -1.358
O 1.262 1.504 1.708
C 0.714 -1.119 0.101
H -0.758 -1.521 0.380
H 1.383 0.063 -0.524
H -0.840 0.248 -1.569
H 1.605 -0.833 -0.370
H -0.682 -0.866 1.070
H 1.243 0.162 -0.887
H -1.292 0.914 -0.754
H 1.057 1.341 -0.004
H -1.692 0.547 0.150
H 0.985 -1.187 -0.872
H 0.966 0.681 0.928
H -0.883 -1.163 -0.638
H 0.941 -0.691 1.198
H 0.416 1.268 0.748
H -1.419 0.666 -0.964
H -1.377 -0.031 -0.614
H 0.905 -1.466 0.146
H 1.526 0.700 0.302
H -0.197 -1.041 1.128
H 0.886 1.220 0.209
H -0.553 -0.199 -1.736
H -0.105 1.665 -0.078
H 0.684 -1.159 0.730
H 0.015 -1.023 -1.453
H -0.128 1.488 -0.804
H 0.253 0.019 -0.045
H -1.392 -0.972 0.586
H 0.615 0.255 1.745
H 1.289 -0.494 1.200
H 0.932 -0.123 -1.086
H 1.350 -0.976 0.019
H -1.373 -0.193 0.892
H 0.379 0.129 -0.696
H 0.063 -1.377 1.221
H 1.590 0.324 -0.246
H 1.499 -0.813 0.942
H 0.516 -1.451 -0.685
H -1.133 -0.202 -1.504
H -1.652 0.972 -0.955
H -0.578 0.003 0.481
H -0.399 -1.818 -0.086
H 0.729 -0.597 1.630
H 0.076 0.211 -0.456
H -0.543 -0.922 0.599
H -0.828 0.318 0.101
H -1.707 -0.566 -0.176
H -0.442 1.285 1.036
H 0.415 0.823 -1.461
C 0.176 0.034 0.011
O -0.437 -0.064 -0.020
C 0.518 0.125 0.324
C -0.492 -0.114 -0.340
O 0.349 -0.104 0.166
C -0.187 0.008 -0.084
H 0.072 0.085 -0.044
H -0.005 0.012 -0.048
H -0.103 -0.050 0.025
H -0.012 0.022 0.122
H -0.037 0.036 -0.013
H 0.057 -0.004 -0.020
H -0.009 -0.115 -0.048
H 0.089 -0.053 0.068
H 0.043 0.046 0.013
H 0.007 0.088 -0.111
C -0.026 0.038 0.146
O -0.114 -0.266 -0.215
C 0.354 0.495 -0.095
C -0.485 -0.375 0.190
O 0.289 0.331 -0.027
C -0.171 -0.160 0.045
H 0.127 -0.064 0.015
H -0.014 -0.055 0.059
H -0.157 0.024 -0.090
H -0.008 0.055 -0.121
H 0.017 -0.074 -0.026
H 0.043 0.000 0.025
H -0.066 0.052 0.084
H 0.057 0.112 -0.016
H 0.049 -0.006 -0.014
H 0.058 -0.120 0.057
C -0.018 -0.057 0.178
O 0.102 0.206 -0.399
C -0.428 -0.067 0.478
C 0.468 -0.036 -0.395
O -0.299 -0.150 0.220
C 0.165 0.044 -0.149
H 0.048 0.065 0.116
H 0.046 0.018 -0.012
H -0.012 -0.014 -0.100
H -0.112 0.037 -0.026
H 0.020 0.032 -0.005
H 0.006 -0.018 0.053
H 0.038 -0.113 -0.034
H -0.096 -0.062 0.061
H -0.016 0.034 0.054
H 0.107 0.067 0.045